Formula: C21H61O26P5S2
Source: the Open Molecules 2025 dataset
Level of theory: ωB97M-V/def2-TZVPD

XYZ file:
```
115
Properties=species:S:1:pos:R:3
C -25.4157 26.3373 6.5579
C -25.5779 26.3652 8.0586
O -24.5771 27.2339 8.5728
S -25.0127 28.7376 9.1596
C -25.9681 29.4556 7.7228
O -26.0161 28.4434 10.1821
O -23.7948 29.5264 9.4160
H -26.0435 25.5137 6.2179
H -24.3980 26.1495 6.2157
H -25.7877 27.2568 6.1061
H -26.6124 26.5003 8.3742
H -25.1965 25.3972 8.3836
H -26.2927 30.4237 8.1044
H -26.7936 28.8295 7.3841
H -25.2233 29.6140 6.9430
C -28.5952 6.5878 10.1229
C -28.1119 6.8450 8.6628
O -28.7035 8.0956 8.0829
S -30.3752 8.4675 8.2393
C -30.3418 9.2499 10.0300
O -30.7626 9.3626 7.1508
O -31.0281 7.1467 8.3962
H -27.9814 5.8106 10.5782
H -29.6427 6.2929 10.1862
H -28.4382 7.5006 10.6975
H -27.0297 6.7619 8.5627
H -28.3991 6.0498 7.9748
H -30.9834 8.6338 10.6600
H -30.7727 10.2327 9.8386
H -29.3572 9.3217 10.4919
C -26.5539 13.4033 4.8723
O -26.5687 13.9244 3.5393
P -27.5387 15.2525 3.1480
O -28.7315 15.5969 3.9907
O -26.5296 16.5591 3.0860
C -27.0891 17.7801 2.6354
O -27.9024 14.9174 1.6278
C -29.0515 14.4583 1.1370
H -27.5574 13.3868 5.2974
H -25.8508 14.0713 5.3699
H -26.1784 12.3806 4.9043
H -26.5887 18.6161 3.1241
H -28.1555 17.8838 2.8355
H -26.9470 17.7666 1.5547
H -28.8993 13.3978 0.9363
H -29.2617 15.0478 0.2446
H -29.9252 14.5354 1.7843
C -30.7067 17.3471 10.7797
O -29.4924 17.5337 10.1698
P -28.0659 17.7847 10.9728
O -27.7712 16.7984 12.0336
O -26.9792 17.7382 9.7107
C -27.2587 18.6515 8.6497
O -28.0566 19.3604 11.3879
C -27.1688 20.0493 12.2944
H -30.9134 16.2796 10.7031
H -31.4150 17.9937 10.2617
H -30.6914 17.8317 11.7560
H -28.0987 18.3206 8.0390
H -26.4437 18.7670 7.9352
H -27.4191 19.6970 8.9132
H -27.7560 20.7871 12.8411
H -26.4472 20.6546 11.7459
H -26.5434 19.3682 12.8716
C -26.3441 24.9967 18.1552
O -25.6573 26.2066 17.7090
P -25.4856 27.4451 18.7293
O -25.2570 27.1751 20.1358
O -24.3585 28.3482 17.9933
C -24.7028 29.0462 16.7326
O -26.8151 28.4171 18.3952
C -27.9043 28.5099 19.3514
H -27.3942 24.9302 17.8707
H -26.2193 24.7436 19.2080
H -25.9240 24.1287 17.6472
H -25.5752 28.5914 16.2635
H -23.8512 28.9009 16.0680
H -24.8267 30.1168 16.8958
H -28.7692 29.1354 19.1305
H -27.6079 28.7397 20.3748
H -28.4213 27.5556 19.4519
C -22.6025 13.9049 17.1048
O -23.1757 13.2476 16.0229
P -22.4504 12.3203 14.9668
O -20.9994 12.1270 15.1739
O -22.9141 12.9268 13.5311
C -22.4064 14.1092 12.9595
O -23.3051 10.9355 15.1271
C -23.2936 10.0865 13.9773
H -22.2410 14.9092 16.8837
H -21.7617 13.3738 17.5511
H -23.3193 13.9988 17.9205
H -22.2927 14.7894 13.8036
H -23.1597 14.6350 12.3728
H -21.5509 13.9512 12.3029
H -22.6858 9.2458 14.3120
H -22.8447 10.3394 13.0168
H -24.3437 9.8446 13.8136
C -31.9619 20.7728 16.7940
O -32.0582 21.7097 15.6724
P -32.3251 23.3384 15.8483
O -32.8753 23.9353 17.0783
O -33.3246 23.6583 14.5098
C -34.2631 24.7565 14.4905
O -30.9879 24.0393 15.2383
C -30.8469 25.4480 15.1392
H -31.0102 20.2455 16.7275
H -32.7580 20.0303 16.8479
H -31.9382 21.2229 17.7865
H -35.2707 24.3407 14.4906
H -34.0672 25.3265 13.5823
H -34.2670 25.5044 15.2834
H -30.6781 25.5071 14.0640
H -29.9242 25.8675 15.5401
H -31.7136 25.8674 15.6502
```

Properties
- HOMO level: -10.471 eV
- HOMO-LUMO gap: 10.589 eV
- ΔE to the lowest compared entry with this formula, charge and spin: 537.7 kJ/mol
- Structure (SMILES): CCOS(C)(=O)=O.CCOS(C)(=O)=O.COP(=O)(OC)OC.COP(=O)(OC)OC.COP(=O)(OC)OC.COP(=O)(OC)OC.COP(=O)(OC)OC



Formula: C21H62F6O10P
Source: the Open Molecules 2025 dataset
Level of theory: ωB97M-V/def2-TZVPD

XYZ file:
```
100
Properties=species:S:1:pos:R:3
P -7.0015 16.2552 -10.2470
F -6.0314 17.2677 -9.3279
F -7.4883 17.5326 -11.0234
F -5.7999 16.1762 -11.3970
F -7.9622 15.3056 -11.2246
F -6.3804 14.9038 -9.4949
F -8.1760 16.4109 -9.0999
C -10.7904 24.8479 -14.3188
C -10.2113 23.4720 -14.1761
O -8.9171 23.4618 -13.5990
H -10.8086 25.2474 -13.3048
H -11.6942 25.0808 -14.8817
H -10.1322 25.4399 -14.9548
H -10.2107 22.9715 -15.1444
H -10.8615 22.9347 -13.4857
H -8.9309 22.6125 -13.1517
C -7.8313 9.1424 -13.2266
C -7.7436 9.4642 -14.7172
O -8.2289 8.3291 -15.4753
H -8.8695 8.8606 -13.0507
H -7.3920 9.8346 -12.5083
H -7.2441 8.2332 -13.0979
H -6.7479 9.7688 -15.0396
H -8.5490 10.1579 -14.9586
H -8.7879 8.6970 -16.1636
C -4.6637 8.6035 -4.8892
C -3.9835 7.2330 -5.0097
O -4.8998 6.2065 -4.9322
H -5.4587 8.6432 -4.1445
H -5.2021 8.9206 -5.7823
H -3.9371 9.3949 -4.7058
H -3.3403 7.2128 -4.1299
H -3.3998 7.1185 -5.9231
H -4.4282 5.3703 -4.9283
O -2.2291 20.7987 -12.0218
H -1.8842 20.2311 -12.7111
H -3.1042 20.4546 -11.8430
O -2.5908 22.1120 -6.3454
H -2.3698 22.2830 -5.4298
H -2.9316 21.2175 -6.3470
C -2.7371 14.4987 -17.5689
C -3.1117 15.9122 -17.7670
C -4.6167 16.2877 -17.9661
O -2.6539 16.6210 -16.6147
H -2.9601 14.1953 -16.5460
H -1.6661 14.4047 -17.7484
H -3.2428 13.6850 -18.0888
H -2.5121 16.2044 -18.6291
H -4.7727 15.9408 -18.9876
H -4.7888 17.3640 -17.9751
H -5.3189 15.8625 -17.2490
H -3.0796 16.1371 -15.9032
C -16.9614 15.6522 -14.6200
C -15.7591 15.4756 -15.5770
C -14.7011 14.5810 -14.9138
O -16.2564 14.7260 -16.7247
H -16.7133 16.3369 -13.8090
H -17.2607 14.6836 -14.2199
H -17.7842 16.1202 -15.1604
H -15.5335 16.5057 -15.8529
H -14.2193 15.1787 -14.1400
H -13.8337 14.3859 -15.5445
H -14.9366 13.5653 -14.5959
H -16.4571 13.8317 -16.4393
C -9.4775 24.4375 -6.9328
C -10.7398 24.2080 -6.1261
C -12.0721 24.2424 -6.8677
O -10.6137 22.8998 -5.5660
H -9.0011 25.3931 -6.7139
H -9.5485 24.4135 -8.0202
H -8.6991 23.6907 -6.7764
H -10.7568 24.9918 -5.3688
H -13.0140 24.1679 -6.3240
H -12.0548 23.4727 -7.6392
H -12.1083 25.1487 -7.4722
H -10.6538 22.3046 -6.3181
C -4.8254 15.0885 -0.8029
C -4.7711 16.0371 -2.0136
C -6.0769 16.9266 -2.0064
O -3.6479 16.8125 -1.9216
H -4.8621 15.6634 0.1224
H -3.8976 14.5228 -0.7174
H -5.5913 14.3195 -0.9037
H -4.6452 15.5788 -2.9945
H -6.9592 16.2884 -1.9581
H -6.1716 17.5883 -2.8674
H -6.1032 17.5270 -1.0971
H -2.9098 16.2660 -1.6420
C 3.1090 13.5944 -8.9270
C 1.7765 14.2021 -8.4088
C 0.9540 13.4715 -7.3314
O 1.9280 15.4695 -7.8187
H 3.8172 13.5354 -8.1005
H 3.5727 14.1793 -9.7213
H 2.8890 12.6218 -9.3672
H 1.0351 14.2005 -9.2078
H 0.0673 14.0264 -7.0250
H 1.4821 13.4787 -6.3779
H 0.8494 12.4877 -7.7888
H 1.0454 15.6512 -7.4876
```

Properties
- HOMO level: -8.316 eV
- HOMO-LUMO gap: 10.352 eV
- ΔE to the lowest compared entry with this formula, charge and spin: 475.7 kJ/mol
- Net charge: -1



- Which of these has the lowest ΔE to the lowest compared entry with this formula, charge and spin?
  C21H62F6O10P